Entry 1:
DFT (the ωB97M-V functional and the def2-TZVPD basis) results for a 4-piece molecular cluster, C6H17NO4 overall.

Output
E_HOMO (spin up / spin down)	-14.2 / -13.7	eV
spin multiplicity	2
energy	-16167.3976	eV
ΔE to the lowest compared entry with this formula, charge and spin	50.5	kcal/mol
HOMO-LUMO gap (spin up / spin down)	9.60 / 4.38	eV
charge	+1
E_LUMO (spin up / spin down)	-4.64 / -9.32	eV

```
28
Properties=species:S:1:pos:R:3:forces:R:3
O -1.8654 -2.2994 1.7782 0.15 -0.32 0.04
O -2.1690 0.6961 -0.7346 0.44 0.24 -0.55
O -1.8617 1.6506 1.9892 0.19 0.05 0.26
O -0.8294 -1.0305 -3.3273 -0.36 1.33 0.58
N -0.1950 -0.9542 1.0187 0.81 0.12 -1.84
C 0.8045 -0.9293 -0.0475 -0.90 -0.18 0.43
C 0.7956 1.5950 -0.7033 0.17 -1.10 0.37
C 1.8127 -2.0469 0.1774 0.77 0.49 0.07
C -1.2965 -1.8179 0.8472 -0.83 0.78 1.00
C 0.7954 2.8905 -0.2302 -0.35 -0.06 -0.83
C 1.4688 0.5347 0.0274 0.14 -0.94 -0.31
H 1.3772 3.1412 0.6383 -0.02 0.26 0.28
H -0.3810 -1.5975 -2.7039 0.06 -0.43 0.02
H 0.2677 1.3022 -1.6026 0.08 0.37 -0.25
H 0.3111 -1.0779 -1.0173 0.06 0.37 0.31
H -2.0044 1.6744 2.9531 0.08 0.00 -0.54
H 0.2660 3.6352 -0.8111 0.12 0.26 0.26
H 2.6299 -1.9817 -0.5413 0.14 0.09 0.04
H -0.9047 1.6446 1.8576 -0.24 0.03 0.37
H -1.5436 0.3752 -0.0772 -0.31 0.05 0.49
H 2.2069 -1.9252 1.1899 0.24 -0.21 -0.08
H 1.4206 -3.0591 0.0837 -0.47 0.22 0.06
H 2.4373 0.2428 -0.4409 -0.13 0.61 -0.02
H 1.6529 0.8237 1.0646 0.31 -0.07 -0.05
H -1.1906 -0.2891 -2.7801 0.09 -0.92 -0.67
H -1.7126 -1.8349 -0.1738 0.50 -0.25 -0.11
H 0.2791 -0.8440 1.9039 -0.67 -0.58 0.57
H -2.5714 1.4814 -0.3382 -0.06 -0.22 0.10
```
Forces are in eV/Å.

---

Entry 2:
DFT (the ωB97M-V functional and the def2-TZVPD basis) results for a 3-piece molecular cluster, C2H9NO4 overall.

Output
E_HOMO	-10.4	eV
energy	-11898.7277	eV
ΔE to the lowest compared entry with this formula, charge and spin	48.5	kcal/mol
HOMO-LUMO gap	10.81	eV
charge	0
structure (SMILES)	O=CNCO.O.O
E_LUMO	0.38	eV

```
16
Properties=species:S:1:pos:R:3:forces:R:3
O 1.7117 -1.8496 0.3360 1.66 -1.23 1.64
O -2.3276 1.2095 -2.0974 -0.23 -0.12 3.95
O -0.7854 1.0557 0.3261 1.44 -2.18 0.78
O 1.5414 1.1025 -1.5600 -1.17 1.09 -0.40
N -0.1813 -1.0708 1.2855 0.62 0.03 2.57
C -0.9651 -0.1029 0.7500 -1.82 1.08 0.17
C 1.3222 -0.9237 1.2805 -1.78 1.79 -0.77
H 1.0485 1.6542 -2.2583 0.91 -1.33 1.92
H -2.6132 0.3728 -1.5334 0.98 2.80 -1.74
H 1.5840 -1.4633 -0.5085 -0.09 0.63 -1.41
H -2.0726 1.9150 -1.3435 -0.81 -2.70 -2.42
H -0.5738 -1.7782 2.0670 0.81 2.34 -2.99
H 1.5888 0.1436 0.8945 -0.55 -1.73 1.18
H 1.6417 -1.0626 2.3373 0.42 -0.35 -1.13
H 1.0796 1.2419 -0.6889 0.09 0.18 -1.54
H -1.9989 -0.4441 0.7130 -0.47 -0.29 0.17
```
Forces are in eV/Å.

---

Entry 3:
DFT (the ωB97M-V functional and the def2-TZVPD basis) results for a 2-piece molecular cluster, H5P3 overall.

Output
E_HOMO (spin up / spin down)	-8.4 / -8.9	eV
energy	-27942.8218	eV
ΔE to the lowest compared entry with this formula, charge and spin	68.6	kcal/mol
HOMO-LUMO gap (spin up / spin down)	7.38 / 7.69	eV
charge	0
E_LUMO (spin up / spin down)	-0.99 / -1.21	eV

```
8
Properties=species:S:1:pos:R:3:forces:R:3
P -0.3716 -1.2799 1.0352 0.09 -0.54 1.79
P 0.7587 0.2385 0.0997 0.56 1.96 0.82
P -0.7967 0.9847 -1.2920 -1.38 -0.65 1.59
H -1.5150 1.9182 -0.4054 0.62 -0.68 -0.69
H 0.8168 -1.6661 1.8181 -0.98 0.28 -0.33
H 0.1018 -2.0304 0.0170 0.03 -1.55 -1.27
H 0.5379 0.9657 2.4543 0.17 -0.02 -1.34
H -0.0188 1.8998 -1.9044 0.89 1.19 -0.57
```
Forces are in eV/Å.

---

Entry 4:
DFT (the ωB97M-V functional and the def2-TZVPD basis) results for a 16-piece molecular cluster, C24H41Cl30NO4S overall.

Output
E_HOMO	-9.0	eV
energy	-421741.1596	eV
HOMO-LUMO gap	9.06	eV
charge	0
E_LUMO	0.05	eV

```
101
Properties=species:S:1:pos:R:3:forces:R:3
Cl -3.3442 -3.3449 5.1563 -0.01 0.02 0.01
Cl -3.9909 1.9080 5.8142 0.09 0.01 -0.10
Cl -1.3115 2.8306 6.5804 0.00 -0.04 -0.05
Cl 1.2545 -1.2454 -5.9161 0.01 0.03 -0.05
Cl -5.9187 -0.5542 -1.6450 0.02 -0.01 0.00
Cl 3.1202 1.7399 1.0810 0.15 0.27 -0.10
Cl -8.6244 1.6783 6.5287 0.01 -0.01 -0.03
Cl -0.9389 2.5117 -8.4643 0.01 -0.02 -0.02
Cl 4.8085 -4.1639 10.2132 0.02 -0.01 0.02
Cl 4.7674 -2.6135 7.7211 0.20 0.16 0.20
Cl 2.5307 3.2454 -11.1937 0.16 -0.07 -0.07
Cl -2.3418 -4.5813 -2.7355 0.01 0.05 -0.04
Cl -3.5050 -7.2745 -2.6332 -0.01 0.00 -0.02
Cl 1.2633 -4.0378 8.9405 -0.03 -0.01 0.01
Cl -1.6919 -3.4360 2.7299 -0.09 -0.03 -0.04
Cl 0.5150 5.1614 -2.7436 0.06 0.04 0.05
Cl 5.9252 2.7409 -6.6185 -0.01 -0.01 -0.03
Cl 0.9969 4.1369 -5.4332 0.00 -0.07 0.01
Cl -0.0200 5.2974 -8.4154 -0.03 0.06 -0.17
Cl -7.1984 0.9874 8.9969 0.03 -0.02 0.00
Cl -2.5927 3.9497 -2.3526 -0.35 0.01 0.14
Cl 1.9788 1.9611 -1.5652 0.09 0.00 -0.31
Cl 3.9170 4.7388 -9.0886 -0.02 0.03 -0.01
Cl -0.8689 -6.0464 -6.6713 0.01 -0.03 -0.03
Cl -1.7212 3.7805 0.4169 -0.20 0.34 -0.05
Cl 4.2384 2.9117 -4.2287 -0.01 -0.04 0.07
Cl -5.3732 2.3078 -1.3084 -0.22 -0.14 0.04
Cl 2.5423 -4.4318 6.3321 -0.15 -0.48 0.43
Cl 2.1861 -1.5369 -3.1508 0.02 -0.01 0.07
Cl -0.4900 -4.1706 -8.8922 0.00 0.03 0.04
S -1.4225 -1.0569 -0.2536 -1.23 -0.61 -0.10
O -1.4590 0.2959 0.6375 0.78 -0.40 -0.02
O -1.0977 -0.0153 3.5190 0.21 -0.20 -0.14
O -1.1007 -0.7129 -1.6322 0.35 0.30 0.08
O -0.1337 -1.8668 0.2855 0.17 0.63 -0.17
N 1.0901 0.4491 3.8970 0.25 0.24 -0.80
C 4.7368 3.7014 -5.7283 -0.03 0.07 0.00
C -7.1396 1.0210 7.2302 0.02 0.01 -0.03
C 2.9769 -0.8812 3.0773 0.04 0.35 0.04
C -2.3461 1.4299 6.2646 0.10 -0.15 0.03
C 1.1273 -2.0052 4.0883 -0.26 0.22 0.06
C 3.6098 -2.0946 2.8831 0.21 -0.26 0.00
C 1.0679 -0.7101 -4.2409 -0.21 0.06 0.11
C 5.3296 -2.6840 9.3932 0.10 0.09 -0.03
C -0.4597 3.9180 -9.4294 0.02 0.01 -0.04
C -0.2647 1.7325 2.1864 0.07 -0.71 0.31
C -2.8890 -2.5218 3.6529 -0.10 0.04 -0.03
C 3.4687 3.1413 -9.6947 0.03 -0.07 0.08
C 3.0164 -3.2824 3.2893 -0.02 0.43 -0.11
C -2.8587 4.5324 -0.7070 -0.01 0.10 -0.04
C 1.7778 -5.2133 7.7237 0.09 -0.05 0.03
C -4.6801 0.6793 -1.4060 0.15 -0.02 0.02
C 1.7205 -0.8158 3.6810 0.39 -0.60 0.46
C 2.8036 2.8364 -0.2773 -0.12 0.09 0.03
C -0.1236 0.6549 3.2414 -0.83 0.17 0.76
C -0.7432 -4.3475 -7.1528 0.03 0.12 0.07
C -3.0038 -5.9328 -3.6681 0.02 -0.01 -0.03
C -0.2377 1.0195 0.8245 0.50 0.60 0.20
C 1.7652 -3.2131 3.8800 -0.02 -0.29 -0.55
C 0.0059 4.0028 -3.9782 0.29 -0.09 -0.06
H -1.6624 -3.8420 -6.8818 -0.04 -0.05 -0.05
H 1.7349 1.2204 3.7827 0.05 -0.10 -0.23
H 0.0555 -0.9234 -3.9171 0.03 -0.05 0.04
H 6.4127 -2.6610 9.3955 0.00 -0.04 -0.02
H -1.2401 2.1856 2.3464 0.12 0.20 -0.03
H 0.6350 0.3626 0.8015 -0.18 -0.20 -0.07
H -3.8627 4.2611 -0.4086 0.02 -0.08 0.01
H -0.1113 1.7421 0.0236 -0.17 -0.04 -0.02
H 3.5361 -4.2211 3.1517 -0.12 -0.05 -0.01
H 0.1094 3.0006 -3.5775 0.05 0.03 0.06
H -7.0078 0.0076 6.8705 -0.05 -0.01 0.02
H -4.1600 0.4765 -0.4769 -0.05 0.02 0.03
H 4.3729 2.5795 -9.8945 0.02 0.04 -0.04
H -3.7760 -2.4023 3.0420 -0.02 -0.11 0.02
H 0.0963 -3.9061 -6.6295 0.04 -0.04 -0.04
H -1.2913 4.2034 -10.0622 -0.04 0.00 0.06
H 0.4041 3.6430 -10.0241 -0.13 0.04 0.09
H 2.8682 2.6397 -8.9434 -0.06 0.04 -0.02
H 0.5551 2.4475 2.2546 -0.14 0.14 -0.17
H 3.4968 0.0198 2.7643 -0.16 -0.11 0.16
H 0.5653 -1.7151 -0.3797 0.10 -0.14 0.11
H -6.3078 1.6449 6.9274 -0.11 0.00 0.08
H -2.2355 -6.2819 -4.3465 -0.01 -0.02 0.07
H 2.4861 -5.8975 8.1767 0.05 0.08 0.04
H 5.1793 4.6593 -5.4833 0.05 -0.03 0.02
H 0.9019 -5.7467 7.3743 -0.02 0.05 -0.02
H 4.5814 -2.1183 2.4040 0.00 0.07 0.04
H -2.4606 -1.5606 3.8983 0.06 -0.03 0.02
H 3.7409 3.2318 -0.6503 0.04 -0.12 -0.02
H 0.1631 -2.0038 4.5765 0.02 0.15 -0.03
H 3.8632 3.8382 -6.3538 -0.02 -0.05 0.01
H -2.7285 5.6079 -0.6842 0.15 -0.02 -0.05
H -3.8686 -5.5791 -4.2167 -0.03 0.01 0.05
H -2.3957 0.8282 7.1641 -0.05 0.07 0.05
H 1.2794 -4.1286 4.1767 -0.16 0.09 -0.07
H 2.1601 3.6415 0.0616 -0.04 -0.04 0.02
H -1.0217 4.2012 -4.2424 0.05 0.15 -0.13
H -1.9204 0.8609 5.4462 -0.02 0.05 -0.04
H 4.9293 -1.8325 9.9300 -0.08 -0.04 0.00
H 1.2655 0.3554 -4.1959 0.11 -0.02 -0.06
H -3.9910 0.6502 -2.2420 -0.03 0.03 -0.03
```
Forces are in eV/Å.

---

Entry 5:
DFT (the ωB97M-V functional and the def2-TZVPD basis) results for a 3-piece molecular cluster, C3H10N2 overall.

Output
E_HOMO	-6.4	eV
energy	-6247.4524	eV
ΔE to the lowest compared entry with this formula, charge and spin	137.8	kcal/mol
HOMO-LUMO gap	5.93	eV
charge	0
E_LUMO	-0.49	eV

```
15
Properties=species:S:1:pos:R:3:forces:R:3
N 1.2085 1.8063 -0.8514 -1.53 2.01 -1.20
N 0.8632 0.8272 0.0617 -1.16 -1.79 1.69
C 1.8874 -0.1897 0.1700 -0.37 -0.57 0.76
C -2.3960 -1.3203 0.8393 1.27 1.19 -1.55
C -1.7772 -0.2929 0.1448 -2.57 -2.26 -0.64
H -2.4125 0.5509 -0.1208 0.21 0.05 0.15
H 2.1853 2.0748 -0.9754 -0.52 -0.47 0.73
H 2.3604 -0.1482 1.1608 -0.13 -0.33 0.08
H 1.4388 -1.1734 0.0161 0.24 -0.50 0.13
H -3.4646 -1.3275 1.0180 0.16 0.50 0.82
H 2.7482 -0.1119 -0.5107 -0.61 0.31 -0.33
H 0.7372 1.7659 -1.7498 0.35 -0.40 -0.08
H -0.4223 0.3537 0.4235 4.53 2.25 -1.45
H -1.0832 -0.5681 -0.6733 0.13 0.00 1.03
H -1.8732 -2.2471 1.0473 0.01 0.00 -0.15
```
Forces are in eV/Å.

---

Entry 6:
DFT (the ωB97M-V functional and the def2-TZVPD basis) results for C42H43N7O6PS2Y as an isolated structure.

Output
E_HOMO	-7.8	eV
energy	-98975.1773	eV
HOMO-LUMO gap	8.16	eV
charge	0
E_LUMO	0.40	eV

```
102
Properties=species:S:1:pos:R:3:forces:R:3
Y 0.4208 0.3674 0.6672 -0.08 0.52 0.02
S 0.3220 3.3425 1.6823 -0.14 -0.12 -0.16
S 2.5046 -2.0692 1.8905 -0.06 -0.04 0.08
P -1.9508 -0.1145 2.6381 0.15 0.00 0.00
O -0.4771 1.8475 -1.2549 0.07 -0.19 0.02
O 2.2868 0.9176 -0.3121 -0.23 0.06 0.15
O 3.7040 2.2144 -1.4274 0.01 -0.02 -0.03
O -2.9333 1.6641 0.4812 -0.03 -0.13 0.12
O 0.1537 -0.9972 -1.0038 0.19 0.10 0.17
O 1.8411 -1.4874 -2.4050 -0.03 0.00 0.04
N 2.7509 2.4951 2.2159 0.09 0.14 -0.08
N 2.7133 4.1738 0.6850 -0.05 -0.03 -0.01
N -2.9858 0.6523 -0.4675 -0.04 0.01 0.01
N 1.2748 0.1607 2.7305 -0.03 -0.03 0.04
N 4.6509 -2.5260 0.5010 -0.10 -0.04 0.03
N 4.5445 -0.3633 1.4829 -0.06 -0.03 0.10
N 2.7932 -0.7622 4.2762 0.07 -0.06 -0.07
C -0.2957 3.3889 -2.9766 0.00 0.00 0.02
C 2.0187 3.3610 1.5155 0.13 -0.04 -0.06
C 5.6705 -0.0232 0.8521 0.02 0.05 -0.05
C -0.8060 -2.5664 5.7720 0.00 -0.01 0.00
C 1.3938 7.2823 -1.8022 0.00 0.00 0.00
C -1.0328 2.7983 5.3574 0.01 0.00 0.01
C -0.7278 1.0884 -2.4846 0.01 -0.03 -0.03
C -6.3908 -1.3503 2.2188 0.00 -0.01 0.00
C -2.0624 1.3319 3.7451 -0.03 0.01 -0.01
C -0.9924 1.6543 4.5773 0.01 -0.01 -0.01
C 1.5655 1.7809 -2.4109 -0.01 0.00 0.04
C -5.7992 -1.2467 3.4709 0.00 0.00 -0.01
C 2.6990 0.3456 5.2017 -0.02 0.03 0.03
C -4.4753 -0.8604 3.5741 -0.01 0.01 0.01
C 3.7666 -1.7694 4.6377 0.06 0.04 0.00
C -1.1372 2.1861 -3.4656 -0.01 0.00 0.02
C -1.3411 -1.4849 3.6854 -0.04 0.02 0.00
C -3.6176 -0.3809 -0.0889 0.01 0.02 0.01
C 6.1517 1.3828 1.0296 -0.02 0.06 0.05
C -3.1890 3.3424 4.4567 0.00 0.00 0.01
C 6.3291 -0.9174 0.0197 -0.01 -0.01 -0.01
C -3.1585 2.1906 3.6840 0.00 -0.02 0.00
C -5.6520 -1.0622 1.0867 -0.01 0.02 -0.01
C 0.6688 0.5486 -2.7861 0.01 0.07 -0.04
C 2.6397 1.6106 -1.3399 0.00 -0.03 -0.01
C -0.7969 -2.5731 3.0050 -0.01 0.01 -0.02
C -0.2611 -3.6475 3.6971 0.00 -0.01 0.01
C 2.3553 6.3807 -2.2371 -0.01 0.02 -0.01
C -0.2597 -3.6413 5.0854 0.00 0.00 0.00
C -1.3464 -1.4936 5.0764 0.00 0.01 -0.01
C 4.0831 -1.5875 1.2513 0.05 0.08 -0.15
C 1.2939 6.1421 0.3206 -0.01 -0.01 -0.01
C -2.1299 3.6453 5.2995 0.00 0.00 -0.01
C 0.8709 7.1587 -0.5233 0.00 -0.01 0.00
C 0.9518 -0.7608 -2.0211 0.04 -0.08 -0.10
C 5.7717 -2.1739 -0.1162 0.00 0.00 0.01
C -4.3240 -0.6448 1.1863 -0.02 0.00 0.01
C 2.2330 5.2253 -0.1339 -0.02 0.03 0.04
C -3.7218 -0.5537 2.4419 0.05 -0.01 -0.06
C 2.7746 5.3521 -1.4096 0.03 -0.04 -0.02
C 0.4975 2.7518 -1.8421 0.03 0.03 -0.04
C 2.1334 -0.6815 3.0748 -0.06 -0.35 -0.10
H -7.4221 -1.6630 2.1257 -0.01 0.00 0.00
H 2.0369 1.1036 4.7940 0.01 0.00 0.01
H -0.9248 4.1904 -2.5906 0.00 0.00 0.00
H 6.0325 1.6976 2.0676 0.02 -0.01 -0.02
H 0.3581 3.8069 -3.7402 0.01 0.00 0.00
H 1.0616 8.0808 -2.4521 0.00 0.01 0.00
H 2.2259 1.7235 2.6382 -0.04 -0.07 0.10
H -6.1038 -1.1523 0.1064 -0.01 0.00 0.00
H 3.6719 2.2429 1.8826 0.04 0.01 0.01
H 7.2335 -0.6409 -0.5027 0.00 0.01 0.00
H -0.7784 -2.5799 1.9180 0.01 0.00 0.01
H 0.1693 -4.4721 5.6306 0.00 0.00 0.00
H 3.4983 4.6213 -1.7520 -0.01 -0.01 0.00
H -0.8085 -2.5589 6.8547 0.00 0.00 0.00
H -1.7544 -0.6525 5.6226 0.00 0.00 0.01
H -1.4768 0.3348 -2.2843 0.04 0.02 -0.02
H -4.0448 4.0024 4.3989 0.00 0.00 0.00
H -0.9173 1.8986 -4.4932 0.00 0.00 0.00
H 0.8373 3.4340 -1.0744 0.03 0.02 0.00
H 3.6127 3.8067 0.3981 0.00 0.02 0.00
H 0.8043 0.3182 -3.8423 -0.04 -0.01 0.00
H 2.0382 2.2114 -3.2914 0.01 0.00 0.02
H 2.3035 0.0086 6.1646 0.01 0.00 0.01
H 2.7786 6.4712 -3.2292 0.00 0.00 0.00
H -0.1948 3.0369 6.0001 0.00 0.00 0.00
H 3.6866 0.7871 5.3700 0.00 0.01 0.00
H -3.6785 -1.1433 -0.8594 0.02 -0.02 -0.01
H 7.1944 1.4906 0.7366 0.01 0.00 0.02
H 5.5539 2.0366 0.3861 -0.01 -0.06 -0.02
H -0.1184 1.0175 4.5806 0.01 0.00 0.00
H 4.7929 -1.4313 4.4513 -0.01 0.02 0.00
H 3.5966 -2.6884 4.0874 0.00 -0.02 0.00
H -4.0125 -0.7955 4.5509 0.00 0.00 0.01
H 0.1694 -4.4774 3.1524 0.00 0.00 0.00
H -6.3661 -1.4776 4.3631 0.00 0.00 0.01
H 0.8957 6.0582 1.3196 -0.01 -0.01 0.03
H 6.2336 -2.9309 -0.7406 0.00 0.00 0.00
H 0.1329 7.8660 -0.1683 -0.01 0.01 0.00
H -2.2052 2.3871 -3.3890 0.00 0.00 0.00
H 3.6696 -1.9853 5.7043 -0.01 0.00 -0.01
H -2.3335 2.3037 0.0728 0.06 0.09 -0.09
H -2.1561 4.5436 5.9026 0.00 0.01 0.01
H -3.9887 1.9651 3.0276 0.00 0.01 0.00
```
Forces are in eV/Å.

---

Please write out number 2 again, unchanged.
DFT (the ωB97M-V functional and the def2-TZVPD basis) results for a 3-piece molecular cluster, C2H9NO4 overall.

Output
E_HOMO	-10.4	eV
energy	-11898.7277	eV
ΔE to the lowest compared entry with this formula, charge and spin	48.5	kcal/mol
HOMO-LUMO gap	10.81	eV
charge	0
structure (SMILES)	O=CNCO.O.O
E_LUMO	0.38	eV

```
16
Properties=species:S:1:pos:R:3:forces:R:3
O 1.7117 -1.8496 0.3360 1.66 -1.23 1.64
O -2.3276 1.2095 -2.0974 -0.23 -0.12 3.95
O -0.7854 1.0557 0.3261 1.44 -2.18 0.78
O 1.5414 1.1025 -1.5600 -1.17 1.09 -0.40
N -0.1813 -1.0708 1.2855 0.62 0.03 2.57
C -0.9651 -0.1029 0.7500 -1.82 1.08 0.17
C 1.3222 -0.9237 1.2805 -1.78 1.79 -0.77
H 1.0485 1.6542 -2.2583 0.91 -1.33 1.92
H -2.6132 0.3728 -1.5334 0.98 2.80 -1.74
H 1.5840 -1.4633 -0.5085 -0.09 0.63 -1.41
H -2.0726 1.9150 -1.3435 -0.81 -2.70 -2.42
H -0.5738 -1.7782 2.0670 0.81 2.34 -2.99
H 1.5888 0.1436 0.8945 -0.55 -1.73 1.18
H 1.6417 -1.0626 2.3373 0.42 -0.35 -1.13
H 1.0796 1.2419 -0.6889 0.09 0.18 -1.54
H -1.9989 -0.4441 0.7130 -0.47 -0.29 0.17
```
Forces are in eV/Å.